No. 1
C21H25N5O3 in the gas phase at a distorted geometry. Source: the Open Molecules 2025 dataset; level of theory: the ωB97M-V functional and the def2-TZVPD basis.

XYZ file:
```
54
Properties=species:S:1:pos:R:3:mulliken_charge:R:1
C -2.43 3.34 -4.17 -1.29
C -2.37 2.62 -2.86 0.39
N -3.27 2.88 -2.01 -0.96
N -3.26 2.33 -0.75 0.16
C -2.17 2.28 0.07 0.48
O -1.06 2.56 -0.31 -0.58
C -2.48 1.82 1.49 -0.75
N -1.53 0.78 1.84 0.20
C -1.41 0.51 3.25 -0.97
C -0.23 -0.43 3.47 -0.47
N -0.44 -1.67 2.74 0.09
C 0.55 -2.70 3.03 -1.74
C 1.96 -2.34 2.63 0.72
C 2.41 -2.58 1.34 -0.13
C 3.68 -2.18 0.95 -0.63
C 4.52 -1.55 1.85 -0.46
C 4.08 -1.32 3.15 -0.64
C 2.81 -1.71 3.53 -0.31
C -0.58 -1.38 1.33 -0.76
C -1.77 -0.45 1.12 -0.08
C -1.29 1.61 -2.71 0.11
C 0.06 1.93 -2.83 -0.35
C 1.02 0.97 -2.64 -0.77
C 0.64 -0.34 -2.36 -0.19
N 1.64 -1.34 -2.12 1.06
O 1.26 -2.44 -1.77 -0.61
O 2.80 -1.04 -2.29 -0.62
C -0.70 -0.69 -2.29 0.06
C -1.66 0.28 -2.47 0.02
H -1.55 3.98 -4.27 0.33
H -3.32 3.96 -4.20 0.40
H -2.43 2.64 -4.99 0.32
H -4.18 2.38 -0.33 0.29
H -2.31 2.67 2.16 0.39
H -3.53 1.49 1.59 0.32
H -1.23 1.44 3.78 0.44
H -2.33 0.04 3.65 0.33
H -0.14 -0.67 4.53 0.41
H 0.69 0.08 3.14 0.34
H 0.23 -3.60 2.50 0.50
H 0.50 -2.89 4.10 0.54
H 1.77 -3.08 0.62 0.44
H 4.01 -2.36 -0.06 0.43
H 5.51 -1.24 1.55 0.39
H 4.73 -0.83 3.86 0.39
H 2.48 -1.53 4.54 0.36
H -0.74 -2.32 0.79 0.47
H 0.32 -0.88 0.92 0.40
H -1.88 -0.23 0.06 -0.39
H -2.69 -0.95 1.48 0.22
H 0.34 2.96 -3.01 0.43
H 2.07 1.21 -2.69 0.50
H -0.97 -1.72 -2.09 0.45
H -2.71 0.03 -2.41 0.35
```

Relative energy (zero: lowest compared OMol25 entry of this formula, charge and spin) ... 131.7 kcal per mole
HOMO-LUMO gap ... 7.910 eV
Spin multiplicity ... 1
SMILES string ... C/C(=N/NC(=O)CN1CCN(Cc2ccccc2)CC1)c1ccc([N+](=O)[O-])cc1
Electronic energy ... -35772.4124 eV

---

No. 2
2 unconnected molecules or ions with the total composition C5H14 at a distorted geometry. Source: the Open Molecules 2025 dataset; level of theory: the ωB97M-V functional and the def2-TZVPD basis.

XYZ file:
```
19
Properties=species:S:1:pos:R:3:mulliken_charge:R:1
C 1.27 1.44 0.60 -1.08
C 1.53 0.17 -0.15 0.12
C 1.32 0.32 -1.66 -1.17
H 1.67 2.25 0.00 0.33
H 1.49 1.51 1.68 0.36
H 0.19 1.62 0.69 0.23
H 2.54 -0.26 0.06 0.29
H 0.88 -0.66 0.16 0.04
H 1.43 -0.43 -2.45 0.35
H 0.25 0.62 -1.79 0.22
H 1.86 1.24 -2.00 0.33
C -2.27 -1.09 -0.12 -0.73
C -1.62 -0.85 1.31 -0.77
H -1.50 -1.28 -0.89 0.19
H -3.04 -1.89 -0.18 0.33
H -2.79 -0.17 -0.42 0.23
H -2.30 -0.90 2.15 0.37
H -1.10 0.08 1.38 0.09
H -1.01 -1.72 1.69 0.27
```

Relative energy (zero: lowest compared OMol25 entry of this formula, charge and spin) ... 17.8 kcal per mole
HOMO-LUMO gap ... 12.169 eV
Spin multiplicity ... 1
SMILES string ... CCC.CC
Electronic energy ... -5411.2772 eV

---

No. 3
A molecular structure, C6H5ClNO5P at a distorted geometry. Source: the Open Molecules 2025 dataset; level of theory: the ωB97M-V functional and the def2-TZVPD basis.

XYZ file:
```
19
Properties=species:S:1:pos:R:3:mulliken_charge:R:1
C -0.34 1.18 1.98 -0.32
C -0.82 -0.17 1.92 -0.35
C 0.25 1.76 0.95 -0.53
C -0.54 -1.09 0.94 0.06
C 0.48 1.16 -0.37 -0.82
C 0.50 -0.36 -0.55 0.06
N 1.64 -0.99 -0.81 1.07
O 1.72 -2.14 -0.37 -0.69
O -0.96 -2.26 -2.11 -0.70
O -2.18 -0.21 -1.19 -0.75
O 2.62 -0.47 -1.45 -0.74
O -0.31 0.01 -2.92 -0.77
P -0.98 -0.81 -1.88 0.82
Cl -1.03 -2.68 0.90 -0.15
H -0.38 1.65 3.00 0.24
H -1.44 -0.60 2.64 0.41
H 0.54 2.72 1.04 0.50
H -0.26 1.81 -0.92 0.35
H 1.48 1.50 -0.82 0.32
```

Net charge ... -2
Relative energy (zero: lowest compared OMol25 entry of this formula, charge and spin) ... 34.3 kcal per mole
HOMO-LUMO gap ... 6.069 eV
Spin multiplicity ... 1
Electronic energy ... -39838.0670 eV

---

No. 4
C5H7NO in the gas phase at a distorted geometry. Source: the Open Molecules 2025 dataset; level of theory: the ωB97M-V functional and the def2-TZVPD basis.

XYZ file:
```
14
Properties=species:S:1:pos:R:3:mulliken_charge:R:1
C 0.13 1.47 0.58 -1.11
C 0.03 -0.12 0.61 0.44
C 1.28 -0.11 1.37 0.01
N 2.24 0.24 1.92 -0.56
C 0.09 -0.88 -0.73 -0.80
C -1.26 -1.02 -1.41 0.04
O -2.31 -0.71 -0.90 -0.46
H -0.74 1.91 1.08 0.27
H 0.24 1.82 -0.44 0.35
H 1.10 1.65 1.17 0.30
H -0.82 -0.49 1.19 0.45
H 0.78 -0.39 -1.43 0.38
H 0.47 -1.90 -0.60 0.35
H -1.24 -1.46 -2.43 0.35
```

Relative energy (zero: lowest compared OMol25 entry of this formula, charge and spin) ... 48.7 kcal per mole
HOMO-LUMO gap ... 11.221 eV
Spin multiplicity ... 1
SMILES string ... C[C@H](C#N)CC=O
Electronic energy ... -8834.0899 eV

---

No. 5
A molecular structure, C2H4GdO4S at a distorted geometry. Source: the Open Molecules 2025 dataset; level of theory: the ωB97M-V functional and the def2-TZVPD basis.

XYZ file:
```
12
Properties=species:S:1:pos:R:3:lowdin_spin:R:1
Gd -1.68 0.02 0.83 6.04
S 0.08 -1.43 2.64 0.25
O -0.31 -1.52 4.09 0.37
O -1.17 -1.88 1.77 0.12
O 0.05 0.13 2.22 0.16
O -0.56 0.95 -0.98 0.04
C 0.92 0.98 -1.22 0.00
C 0.00 0.26 -2.11 0.01
H 1.59 0.73 -0.40 0.00
H 1.41 1.83 -1.70 0.00
H -0.01 -0.83 -2.09 0.00
H -0.31 0.75 -3.04 0.00
```

Net charge ... +1
Relative energy (zero: lowest compared OMol25 entry of this formula, charge and spin) ... 81.4 kcal per mole
HOMO-LUMO gap (alpha / beta) ... 8.656 / 5.008 eV
Spin multiplicity ... 8
Expectation value of S² ... 15.795
Electronic energy ... -41986.5244 eV

---

No. 6
A gas-phase ion, CH4ClN2S (charge +1) at a distorted geometry. Source: the Open Molecules 2025 dataset; level of theory: the ωB97M-V functional and the def2-TZVPD basis.

XYZ file:
```
9
Properties=species:S:1:pos:R:3:mulliken_charge:R:1
C -0.19 -0.12 -0.02 0.72
N -0.29 1.18 -0.03 -0.34
N -1.02 -1.11 0.02 -0.37
S 1.71 -1.03 -0.01 0.04
Cl 2.97 0.55 0.02 -0.08
H -1.07 1.75 0.25 0.28
H 0.62 1.82 -0.10 0.25
H -2.04 -0.94 -0.03 0.26
H -0.68 -2.10 -0.11 0.24
```

Net charge ... +1
Relative energy (zero: lowest compared OMol25 entry of this formula, charge and spin) ... 16.5 kcal per mole
HOMO-LUMO gap ... 9.337 eV
Spin multiplicity ... 1
Electronic energy ... -27431.9948 eV

---

No. 7
12 unconnected molecules or ions with the total composition H24O12. Source: the Open Molecules 2025 dataset; level of theory: the ωB97M-V functional and the def2-TZVPD basis.

XYZ file:
```
36
Properties=species:S:1:pos:R:3:mulliken_charge:R:1
O 0.30 0.07 -0.16 -0.42
H 0.79 -0.75 0.01 0.37
H -0.57 -0.06 0.23 0.12
O 3.69 0.92 0.09 -0.61
H 2.79 1.26 0.07 0.30
H 4.09 1.24 -0.72 0.31
O 1.83 -2.50 0.34 -0.74
H 1.50 -3.40 0.24 0.32
H 2.62 -2.58 0.88 0.32
O -3.29 1.89 -0.04 -0.60
H -4.15 2.01 0.37 0.30
H -3.31 1.03 -0.47 0.36
O -3.07 -0.89 -0.67 -0.61
H -3.96 -1.05 -0.33 0.27
H -2.90 -1.66 -1.23 0.26
O 0.44 -2.00 3.02 -0.62
H 0.73 -2.52 2.25 0.33
H -0.25 -1.44 2.65 0.35
O 0.69 3.67 0.10 -0.61
H 0.47 2.98 0.75 0.35
H 0.64 4.48 0.61 0.28
O -1.17 -0.22 -2.93 -0.60
H -2.02 -0.44 -3.32 0.31
H -1.23 -0.47 -2.01 0.30
O 1.73 0.88 -2.75 -0.65
H 1.10 0.48 -2.14 0.32
H 1.94 1.73 -2.35 0.27
O -1.95 -0.63 2.18 -0.54
H -2.42 -1.07 2.90 0.25
H -2.63 -0.27 1.62 0.25
O -0.08 1.86 2.38 -0.66
H -0.59 1.69 3.18 0.29
H -0.33 1.15 1.78 0.36
O 3.14 -1.96 -2.41 -0.65
H 2.67 -1.14 -2.58 0.37
H 2.81 -2.28 -1.55 0.34
```

Relative energy (zero: lowest compared OMol25 entry of this formula, charge and spin) ... 42.1 kcal per mole
HOMO-LUMO gap ... 9.689 eV
Spin multiplicity ... 1
SMILES string ... O.O.O.O.O.O.O.O.O.O.O.O
Electronic energy ... -24959.8670 eV